Version i
# C4H13N2O

A single C4H13N2O molecule (ωB97M-V/def2-TZVPD, OMol25).

Its highest occupied orbital energy (spin up / spin down) is -3.0 / -9.8 eV. As for the expectation value of S²: 0.751. The orbital gap (spin up / spin down) is 3.803 / 10.439 eV.

```
! RIJCOSX wB97M-V def2-TZVPD def2/J DEFGRID3
* xyz 0 2
C 0.50527 2.01946 -0.38554
O 1.17895 2.64754 0.67302
C 0.27659 0.57608 0.03383
C 0.05206 -0.42204 -1.08692
C -0.35189 -1.81958 -0.65143
N 0.03086 -2.28306 0.65620
N -0.72415 0.42601 1.14236
H -0.46108 2.48968 -0.59553
H 1.07624 1.99275 -1.32288
H 1.32165 3.58180 0.52272
H 1.20217 0.38239 0.54497
H -0.68312 -0.08488 -1.81926
H 0.98197 -0.48061 -1.66863
H -1.45876 -1.84644 -0.68858
H -0.19007 -2.58666 -1.43160
H -0.56927 -0.51295 1.55541
H -0.72845 -2.71586 1.14728
H 0.85718 -2.87014 0.69050
H -0.58572 1.12656 1.89034
H -1.73043 0.37996 0.79372
*
```

Version ii
# C4H13N2O

A 2-piece molecular cluster, C4H13N2O overall (ωB97M-V/def2-TZVPD, OMol25).

Its highest occupied orbital energy (spin up / spin down) is -3.1 / -7.9 eV. As for the expectation value of S²: 0.752. The orbital gap (spin up / spin down) is 4.056 / 8.697 eV.

```
! RIJCOSX wB97M-V def2-TZVPD def2/J DEFGRID3
* xyz 0 2
C 0.17402 -0.94490 1.33038
C 0.32142 -1.99299 0.25131
C 0.45292 -1.40999 -1.13316
C -0.63263 -0.81078 -1.71834
N -0.43921 -0.00096 -2.81670
N 1.29465 0.04211 1.30514
H -0.69300 -0.31005 1.10374
H 0.01516 -1.33551 2.33145
H -0.62931 -2.56100 0.29604
H 1.13975 -2.66244 0.50255
H 1.26440 -1.71691 -1.78133
H -1.65565 -1.05577 -1.46526
H 0.47211 -0.03924 -3.22777
H -1.12712 0.57133 -3.25707
H 1.08572 0.99718 1.66349
H 1.67173 0.13052 0.33365
H 2.11968 -0.32930 1.83639
H -2.33980 4.49982 1.27889
H -0.98792 4.85957 1.70011
O -1.50693 4.06931 1.46645
*
```

Last place for stability: version ii

Version i
# C3H3O2P

A 2-piece molecular cluster, C3H3O2P overall (ωB97M-V/def2-TZVPD, OMol25).

The SMILES is C#CP=O.C=O. Its highest occupied orbital energy is -10.0 eV. The orbital gap is 8.908 eV.

```
! RIJCOSX wB97M-V def2-TZVPD def2/J DEFGRID3
* xyz 0 1
C -1.30488 1.26529 1.00655
C -2.01894 0.37278 0.50522
P -3.07125 -0.94094 -0.06899
O -2.46958 -1.49450 -1.25766
H -0.90820 2.17326 1.20909
C 1.20635 -1.56847 0.17821
O 0.60945 -1.40709 1.18014
H 1.95293 -2.38285 0.13991
H 1.22012 -0.97804 -0.78286
*
```

Version ii
# C3H3O2P

A single C3H3O2P molecule (ωB97M-V/def2-TZVPD, OMol25).

The SMILES is C#CC(=O)OP. Its highest occupied orbital energy is -10.0 eV. The orbital gap is 10.571 eV.

```
! RIJCOSX wB97M-V def2-TZVPD def2/J DEFGRID3
* xyz 0 1
C 1.45451 2.19451 -1.62047
C 0.58929 1.45539 -1.22796
C -0.50514 0.53902 -0.80314
O -1.28204 0.02365 -1.53607
O -0.40622 0.31507 0.48434
P -1.43704 -0.68709 1.38635
H 2.39226 2.54422 -1.87356
H -2.51496 -0.98706 0.44717
H -1.97806 0.45039 2.10761
*
```

Last place for stability: version i

Version i
# C3H13N2O

A 2-piece molecular cluster, C3H13N2O overall (ωB97M-V/def2-TZVPD, OMol25).

Its highest occupied orbital energy (spin up / spin down) is -3.1 / -9.7 eV. As for the expectation value of S²: 0.751. The orbital gap (spin up / spin down) is 3.865 / 10.290 eV.

```
! RIJCOSX wB97M-V def2-TZVPD def2/J DEFGRID3
* xyz 0 2
N -1.12606 0.89485 0.63077
C 0.42690 0.77165 0.34036
C 0.70216 1.01286 -1.12234
C 0.85830 -0.58271 0.91269
N 2.24795 -0.72779 0.50168
H -1.22147 0.90901 1.66019
H -1.72800 0.15370 0.21960
H -1.43970 1.81966 0.23317
H 0.77345 1.54330 1.01422
H 0.42474 0.30604 -1.91158
H 1.77158 1.24410 -1.15078
H 0.20415 1.89837 -1.53193
H 0.80342 -0.60999 2.00500
H 0.25027 -1.43595 0.56980
H 2.38838 -1.14154 -0.40906
H 2.83875 -1.21672 1.15644
H -3.08675 -0.99179 -1.66084
H -2.55998 -1.79814 -0.42118
O -2.32640 -1.13885 -1.08470
*
```

Version ii
# C3H13N2O

A 2-piece molecular cluster, C3H13N2O overall (ωB97M-V/def2-TZVPD, OMol25).

Its highest occupied orbital energy (spin up / spin down) is -2.8 / -10.0 eV. As for the expectation value of S²: 0.751. The orbital gap (spin up / spin down) is 3.480 / 10.518 eV.

```
! RIJCOSX wB97M-V def2-TZVPD def2/J DEFGRID3
* xyz 0 2
C -1.60514 -0.31673 -0.25984
N -2.28012 -0.22300 1.02439
C -0.22415 0.27159 -0.15694
N 0.51619 -0.31740 1.00200
C 1.52532 -1.31615 0.68199
H -2.17219 0.17914 -1.03499
H -1.55041 -1.35071 -0.56881
H -2.85380 0.59657 1.10601
H -2.83936 -1.03560 1.23425
H -0.22335 1.35127 -0.00225
H 0.37919 0.09170 -1.05192
H 0.93756 0.50215 1.60747
H -0.20678 -0.62024 1.65621
H 2.19927 -0.88035 -0.03138
H 1.07738 -2.19283 0.23022
H 2.02694 -1.57499 1.60814
H 2.13845 2.99266 -2.29917
H 1.26036 1.74226 -2.69540
O 1.89465 2.10064 -2.04998
*
```

Last place for stability: version ii

Version i
# C3H8ClN2

A 2-piece molecular cluster, C3H8ClN2 overall (ωB97M-V/def2-TZVPD, OMol25).

Its highest occupied orbital energy (spin up / spin down) is -13.2 / -15.1 eV. The orbital gap (spin up / spin down) is 5.758 / 9.887 eV.

```
! RIJCOSX wB97M-V def2-TZVPD def2/J DEFGRID3
* xyz 1 1
C 0.52967 2.69371 -0.24910
C 0.93938 -1.68362 0.39807
C -0.82881 -0.09977 0.38181
N -0.92640 -2.06033 -0.84788
N -0.36742 -1.25043 -0.09265
Cl -2.37836 0.35207 -0.19540
H 0.47136 3.20686 0.69023
H -0.42525 2.37618 -0.59506
H 1.27774 3.09327 -0.93864
H 1.77393 -1.16318 -0.17826
H 1.06680 -2.63898 0.14084
H 1.05503 -1.49458 1.41024
H -0.43078 0.34393 1.29361
H -1.75691 -1.67513 -1.21779
*
```

Version ii
# C3H8ClN2

An isolated ion of composition C3H8ClN2 and charge +1 (ωB97M-V/def2-TZVPD, OMol25).

The SMILES is CCNC(=[NH2+])Cl. Its highest occupied orbital energy is -15.0 eV. The orbital gap is 10.642 eV.

```
! RIJCOSX wB97M-V def2-TZVPD def2/J DEFGRID3
* xyz 1 1
C 1.45194 0.51913 -0.04464
C 0.29459 -0.14213 0.68767
N -1.02451 0.39903 0.39822
C -2.23592 -0.16454 -0.21861
N -2.29354 -1.32502 -0.78250
Cl -3.54030 0.86396 -0.22763
H 1.96966 1.43643 0.35312
H 2.35534 -0.19936 -0.20935
H 1.06604 0.68184 -1.07395
H 0.41877 -1.23490 0.45111
H 0.55748 -0.03662 1.77403
H -1.34730 1.25405 0.93916
H -1.38468 -1.79677 -1.02130
H -3.13791 -1.50920 -1.35759
*
```

Last place for stability: version i

Version i
# C3H9NP2

C3H9NP2 as an isolated structure (ωB97M-V/def2-TZVPD, OMol25).

Its highest occupied orbital energy (spin up / spin down) is -8.5 / -6.6 eV. The orbital gap (spin up / spin down) is 8.338 / 5.436 eV.

```
! RIJCOSX wB97M-V def2-TZVPD def2/J DEFGRID3
* xyz 0 1
C -0.99156 2.18335 -0.12278
C -1.36439 -1.37718 -0.58341
C 1.60188 -1.21530 -0.10684
N 0.15451 1.02498 -0.11371
P 2.51519 0.31055 -0.13530
P -0.16049 -0.45404 0.15136
H -1.76902 1.92903 0.52063
H -1.27924 2.26994 -1.10780
H -2.16927 -0.96345 -1.04457
H -1.61637 -2.27512 -0.03188
H 1.79098 -1.90495 -0.97398
H 1.72763 -1.78322 0.80420
H -0.33891 2.91202 0.18230
H 2.42325 0.41462 1.19957
H -0.52418 -1.07124 1.36222
*
```

Version ii
# C3H9NP2

A single C3H9NP2 molecule (ωB97M-V/def2-TZVPD, OMol25).

Its highest occupied orbital energy is -8.4 eV. The orbital gap is 8.628 eV.

```
! RIJCOSX wB97M-V def2-TZVPD def2/J DEFGRID3
* xyz 0 1
C 1.61475 -1.66680 -0.51222
C -1.69693 -0.22024 0.78328
C 0.28047 1.13385 -0.69630
N 2.99440 0.89955 0.09793
P 1.69165 -0.01708 -0.15614
P -1.34210 0.16458 -1.03068
H 0.53136 -1.85290 -0.48449
H 2.48743 -2.45847 -0.55707
H -2.41746 0.57211 1.12281
H -2.06413 -1.25626 0.95721
H 0.09764 1.83182 0.29092
H 0.69794 1.55836 -1.61554
H 3.69716 0.25118 0.47357
H -0.65621 -0.30582 1.23016
H -2.14984 1.29681 -0.99620
*
```

Last place for stability: version i